Record 1
13
Properties=species:S:1:pos:R:3:nbo_charge:R:1 method="wB97M-V/def2-TZVPD" gap_ha=0.3598 de_lowest_kcal_mol=29.0 charge=+1 lumo_energy_ev=-4.90 e_tot_ha=-663.04345
C 0.690 0.230 -0.450 0.22
C -0.679 0.528 0.433 0.15
N 1.724 -0.072 0.397 -0.80
N -1.838 0.338 -0.185 -0.69
O 0.256 -0.857 -1.254 -0.70
S -0.361 0.937 2.013 0.28
H 0.882 1.015 -1.175 0.22
H 1.246 -0.700 1.152 0.37
H 2.188 0.671 0.805 0.40
H 0.802 -1.563 -1.078 0.49
H -2.147 0.083 -1.147 0.47
H -2.753 0.189 0.280 0.42
H -1.619 1.094 2.503 0.17


Record 2
12
Properties=species:S:1:pos:R:3:nbo_charge:R:1 method="wB97M-V/def2-TZVPD" gap_ha="0.3382 / 0.2871" de_lowest_kcal_mol=105.4 lumo_energy_ev="-0.88 / -1.10" e_tot_ha=-720.57854
C -0.130 -0.802 0.002 0.42
C -1.987 0.690 -0.225 -0.32
C 1.328 -0.777 0.417 -0.66
N -0.838 -1.780 -0.269 -0.25
O -4.517 -0.059 -0.537 -0.79
O -0.671 0.473 0.191 -0.50
S -3.508 -0.153 0.504 0.97
H -2.263 1.790 -0.177 0.22
H -1.896 0.636 -1.377 0.21
H 1.523 -1.714 0.766 0.23
H 1.470 -0.220 1.257 0.24
H 1.886 -0.295 -0.272 0.23


Record 3
10
Properties=species:S:1:pos:R:3:nbo_charge:R:1 method="wB97M-V/def2-TZVPD" gap_ha=0.4034 de_lowest_kcal_mol=97.5 lumo_energy_ev=0.75 e_tot_ha=-284.31192
C -1.374 -0.428 0.135 -0.28
O -0.442 0.118 -0.780 -0.38
N 0.531 0.973 -0.072 -0.38
C 1.570 0.100 0.158 0.48
O 1.634 -1.082 -0.337 -0.55
H -2.046 -1.040 -0.672 0.21
H -1.992 0.126 0.978 0.19
H -0.941 -1.217 0.770 0.18
H 0.632 1.835 -0.642 0.41
H 2.427 0.615 0.463 0.13


Record 4
114
Properties=species:S:1:pos:R:3:lowdin_charge:R:1 method="wB97M-V/def2-TZVPD" gap_ha=0.3900 de_lowest_kcal_mol=0.0 lumo_energy_ev=0.29 e_tot_ha=-3862.59198
C -0.481 2.142 6.945 -0.07
C -1.122 1.335 5.827 -0.25
O -0.161 1.076 4.780 -0.22
P 1.148 0.131 4.949 0.41
O 2.184 0.754 5.783 -0.23
O 0.550 -1.209 5.528 -0.18
C 1.352 -2.242 6.106 -0.24
C 0.829 -3.573 5.577 -0.06
O 1.563 -0.300 3.469 -0.21
C 2.710 0.285 2.783 -0.24
C 3.920 -0.587 3.077 -0.06
H -0.204 3.100 6.493 0.08
H -1.170 2.384 7.754 0.08
H 0.436 1.710 7.336 0.07
H -1.472 0.371 6.207 0.11
H -1.907 1.833 5.263 0.11
H 2.410 -2.128 5.862 0.11
H 1.219 -2.223 7.188 0.12
H 0.942 -3.747 4.507 0.07
H 1.331 -4.411 6.069 0.08
H -0.232 -3.662 5.815 0.08
H 2.468 0.154 1.726 0.08
H 2.848 1.354 2.930 0.12
H 4.103 -0.705 4.141 0.08
H 3.810 -1.559 2.592 0.06
H 4.746 -0.141 2.514 0.09
C 3.300 -5.562 -4.855 -0.08
C 4.521 -5.014 -4.150 -0.26
O 4.213 -4.285 -2.942 -0.18
P 3.997 -2.702 -3.094 0.40
O 5.228 -2.001 -3.461 -0.22
O 2.767 -2.571 -4.080 -0.17
C 1.944 -1.395 -4.164 -0.25
C 2.746 -0.181 -4.566 -0.07
O 3.388 -2.257 -1.683 -0.17
C 4.303 -1.974 -0.636 -0.29
C 4.659 -3.213 0.163 -0.06
H 3.632 -6.202 -5.675 0.08
H 2.580 -6.032 -4.191 0.08
H 2.777 -4.776 -5.410 0.07
H 5.131 -5.857 -3.825 0.12
H 5.154 -4.395 -4.787 0.12
H 1.132 -1.618 -4.856 0.12
H 1.437 -1.256 -3.206 0.09
H 2.126 0.718 -4.622 0.06
H 3.516 0.047 -3.829 0.07
H 3.202 -0.217 -5.556 0.09
H 5.212 -1.472 -0.985 0.12
H 3.858 -1.231 0.035 0.10
H 5.210 -3.954 -0.416 0.08
H 5.220 -2.961 1.060 0.08
H 3.705 -3.691 0.410 0.07
C -6.282 2.609 -5.236 -0.07
C -5.095 2.808 -4.301 -0.24
O -5.573 3.108 -2.961 -0.20
P -6.013 1.880 -2.010 0.39
O -7.119 1.078 -2.520 -0.22
O -4.657 1.058 -1.865 -0.19
C -4.494 0.034 -0.874 -0.25
C -3.108 -0.538 -1.053 -0.07
O -6.314 2.600 -0.614 -0.18
C -5.365 3.581 -0.083 -0.25
C -6.079 4.410 0.939 -0.07
H -6.980 1.828 -4.943 0.07
H -6.813 3.561 -5.252 0.08
H -5.972 2.331 -6.246 0.08
H -4.397 1.970 -4.328 0.11
H -4.548 3.729 -4.496 0.12
H -4.700 0.451 0.114 0.11
H -5.202 -0.782 -1.041 0.13
H -3.012 -0.877 -2.083 0.09
H -2.347 0.181 -0.752 0.05
H -2.985 -1.410 -0.406 0.08
H -4.552 2.948 0.278 0.10
H -4.958 4.195 -0.888 0.11
H -5.425 5.216 1.275 0.08
H -7.012 4.818 0.561 0.09
H -6.270 3.803 1.826 0.08
C 3.089 4.175 -1.206 -0.06
C 2.211 3.909 0.009 -0.22
O 1.944 2.490 0.242 -0.19
P 0.756 1.737 -0.480 0.41
O 0.986 0.305 -0.803 -0.22
O 0.471 2.535 -1.829 -0.18
C -0.736 2.256 -2.544 -0.25
C -0.584 1.280 -3.694 -0.06
O -0.544 2.070 0.398 -0.18
C -0.653 1.475 1.698 -0.27
C -2.059 1.053 2.002 -0.05
H 4.107 3.812 -1.095 0.08
H 2.682 3.733 -2.115 0.07
H 3.035 5.257 -1.338 0.08
H 2.748 4.156 0.923 0.12
H 1.257 4.426 -0.074 0.12
H -1.516 1.920 -1.861 0.09
H -1.073 3.180 -3.016 0.12
H -0.012 1.762 -4.489 0.08
H -0.169 0.319 -3.400 0.06
H -1.562 1.091 -4.143 0.08
H 0.023 0.632 1.875 0.09
H -0.293 2.301 2.325 0.13
H -2.738 1.909 1.952 0.08
H -2.392 0.252 1.346 0.05
H -2.148 0.693 3.028 0.08
O -0.377 -5.451 1.991 0.16
C -0.135 -4.361 1.576 -0.58
O -1.050 -3.515 1.048 0.07
C -0.453 -2.259 0.822 -0.13
C 1.046 -2.476 1.017 -0.09
O 1.070 -3.776 1.638 0.06
H -0.720 -1.779 -0.118 0.11
H -0.827 -1.552 1.575 0.12
H 1.502 -1.781 1.712 0.10
H 1.607 -2.456 0.083 0.11